DFT (the ωB97M-V functional and the def2-TZVPD basis) results for a gas-phase ion, C3H6NO4P (charge -2) in a non-equilibrium geometry.

Values from the calculation:
SMILES = C[P@](=O)([O-])OC/C=N/[O-]
Calculated total energy = -814.976407 Ha
Relative energy (zero: lowest compared OMol25 entry of this formula, charge and spin) = 1.2671 eV

ORCA input file:
```
! RIJCOSX wB97M-V def2-TZVPD def2/J DEFGRID3
* xyz -2 1
C -0.98 -1.55 -0.04
P -1.93 0.01 0.10
O -2.15 0.29 1.54
O -3.07 0.07 -0.87
O -0.68 1.05 -0.57
C 0.48 1.22 0.18
C 1.67 0.52 -0.36
N 2.63 0.15 0.45
O 3.77 -0.30 0.07
H -1.63 -2.31 0.35
H -0.04 -1.30 0.35
H -0.98 -1.80 -1.11
H 0.29 1.08 1.24
H 0.84 2.41 0.20
H 1.78 0.46 -1.53
*
```

Results of the Löwdin charge analysis, in e, for atoms 1 through 2: atom 1 (C): -0.16, atom 2 (P): 0.26